# 1
This record from the OMol25 dataset describes a molecular structure, C5H10O2. The level of theory is the ωB97M-V functional and the def2-TZVPD basis.

```
17
C5H10O2 | the OMol25 dataset | the ωB97M-V functional and the def2-TZVPD basis
C 0.647 1.104 -0.316
C -0.518 1.623 1.627
H 0.008 -1.433 0.749
H 0.164 -2.593 -0.581
H -2.123 -1.038 -0.082
O -1.685 -1.830 -0.416
H 2.155 0.365 -1.759
H 2.162 -0.477 -0.152
H -0.400 0.670 -0.904
H -1.477 1.126 1.427
H -0.351 1.648 2.705
O 0.540 0.893 1.036
C -0.289 -1.640 -0.290
H -0.559 2.641 1.231
H -0.080 -0.572 -2.211
C 0.236 -0.542 -1.169
C 1.569 0.055 -0.896
```

## Properties
charge = 0
multiplicity = 1
DFT total energy = -346.84075 Eh
gap between HOMO and LUMO = 9.04 eV
HOMO = -0.3003 Ha


# 2
This record from the OMol25 dataset describes a molecular structure, C11H16ClIN2OOsP in a non-equilibrium geometry. The level of theory is the ωB97M-V functional and the def2-TZVPD basis.

```
34
C11H16ClIN2OOsP | the OMol25 dataset | the ωB97M-V functional and the def2-TZVPD basis
H 1.110 0.993 -4.580
C 2.791 -0.829 -1.916
H -1.318 -1.850 -3.532
C -1.184 -0.940 4.468
H 3.871 -0.715 -1.634
H 2.069 -1.041 -1.130
H -1.777 -0.163 -3.992
C 0.108 -0.428 6.477
Cl -2.385 -1.463 -0.230
H 0.054 2.139 2.557
H -2.472 -0.878 -2.540
H 0.656 1.821 5.059
C -1.574 -0.847 -3.160
C 0.776 -0.015 -4.247
H -1.727 -1.785 4.957
Os -0.776 0.103 0.329
C -0.294 -0.078 5.104
H -2.049 -1.361 2.536
P -0.250 0.002 -2.205
N -0.749 0.179 2.371
C 0.140 1.081 4.427
H 2.294 -1.146 -2.850
H -0.361 2.397 -1.869
O 2.119 0.179 1.164
H -0.081 -0.265 -4.871
I 3.744 0.482 -3.063
H -2.008 1.627 -1.795
H 1.593 -0.671 -4.584
N 0.515 -0.699 7.550
C -1.039 1.644 -2.304
C -0.206 1.207 3.054
C 1.018 0.190 0.696
H -1.226 1.899 -3.357
C -1.381 -0.770 3.108
```

## Properties
charge = +3
multiplicity = 5
DFT total energy = -1801.95780 Eh
<S²> = 6.028
gap between HOMO and LUMO (alpha / beta) = 7.23 / 5.14 eV
HOMO (alpha / beta) = -0.7113 / -0.7095 Ha


# 3
This record from the OMol25 dataset describes a molecular structure, C30H75F4K2N2O28P5S4 in a non-equilibrium geometry. The level of theory is the ωB97M-V functional and the def2-TZVPD basis.

```
150
C30H75F4K2N2O28P5S4 | the OMol25 dataset | the ωB97M-V functional and the def2-TZVPD basis
H -1.435 1.857 3.917
C 1.581 -2.113 10.135
H 1.321 0.354 0.411
H -10.837 -0.458 -1.620
O 3.813 1.741 0.052
O 2.471 1.141 -2.108
H -10.324 0.876 -2.507
H 0.244 -6.757 7.123
C -3.115 6.326 1.979
H -8.530 -0.783 -1.364
C -0.814 1.575 3.074
H 7.094 2.019 -2.470
H 1.499 -6.701 9.065
H 7.892 -2.291 -6.616
H -0.730 0.516 2.834
H 4.664 2.364 -3.628
C -5.013 2.200 -4.124
O -2.855 -3.255 0.362
H 2.365 -2.859 10.011
H -0.199 -6.704 9.507
H -5.913 0.062 2.059
H 10.994 1.058 -5.684
P 1.385 -3.505 6.837
C 9.940 0.900 -5.457
C 3.226 1.039 1.165
H -7.387 -0.418 1.072
H 3.891 -1.078 -2.906
H -1.087 4.164 -0.648
O 7.729 -2.923 -4.715
H 4.070 0.598 1.702
C -0.070 4.543 -0.714
H 5.617 3.764 -3.053
H -5.093 3.240 -4.445
H 6.444 -1.716 -6.058
S -0.170 -2.427 -6.076
S -1.831 -0.689 -6.493
C -3.095 7.093 3.304
F 0.251 -3.517 -4.978
H 1.280 4.054 -2.400
H 2.627 -0.875 0.280
H 0.266 2.790 -1.880
K -3.327 -2.154 -3.430
P 3.026 2.180 -1.219
H -3.674 6.572 4.065
H -0.835 3.261 1.635
H -4.570 4.153 3.917
C -8.766 -0.648 -2.417
H 5.517 -4.109 -5.939
H 6.135 -2.718 -1.772
H -2.049 7.134 3.623
C 5.524 -2.369 -2.606
O 1.151 -2.545 -0.538
H 2.052 -1.269 10.641
H 6.083 -3.621 -7.520
H 2.869 1.765 1.899
H -4.872 2.474 3.485
H -5.427 -0.414 -0.366
H 9.936 -1.259 -5.323
O -3.249 3.878 -0.063
O -7.989 0.420 -3.011
O 1.408 -5.082 7.008
H 1.729 -3.694 4.116
H 1.793 -1.281 8.155
C -3.730 2.013 -3.340
C 0.722 -3.306 4.300
O 0.343 -3.250 5.683
P -3.380 3.811 1.392
H 5.240 -3.210 -3.235
C 0.593 -6.094 9.072
C 0.312 -5.780 7.602
F -2.632 0.353 -5.581
H -7.007 4.659 3.650
H -3.549 0.959 -3.132
P 7.798 -1.753 -3.648
O -4.872 3.780 1.898
H -1.233 1.734 0.945
O 2.707 -2.938 6.610
H 4.515 -1.038 -1.197
H -5.010 1.682 -5.087
C -5.178 3.503 3.286
H -4.161 6.395 1.655
C 2.241 -0.044 0.856
H -2.536 6.856 1.225
H 5.778 0.871 -2.178
H -7.230 3.207 2.665
O 0.661 -3.004 8.138
H 0.703 -5.186 9.660
N -1.283 -2.231 -1.395
C 9.632 -0.372 -4.736
H -10.713 -0.636 -3.378
O 3.964 3.214 -1.933
O -6.645 1.079 -1.054
C 1.024 -1.754 8.763
H -1.237 -3.105 3.391
C -10.236 -0.212 -2.498
O -1.437 -1.413 0.992
F 0.275 -3.837 -2.260
H -0.059 5.564 -1.114
H -0.776 -4.746 3.795
C 5.099 2.858 -2.758
H 0.130 -1.142 8.851
H -7.041 1.211 1.624
O -0.801 -3.274 -7.028
K 0.065 -0.373 -2.824
O 1.052 -1.794 -6.426
H -0.628 -5.247 7.457
H -0.023 -4.043 2.439
C -1.330 2.313 1.863
H 3.543 -2.411 -1.850
H 0.287 4.801 0.289
H 9.422 1.025 -6.409
H -3.851 2.514 -2.374
H 0.759 -2.478 10.750
H -2.897 2.497 -3.845
C -5.792 0.551 -0.014
H 0.979 -2.267 4.030
H -8.608 -1.505 -3.064
S -2.096 -2.139 -0.054
H 6.156 2.027 -1.006
O -6.163 1.966 -3.311
O -0.421 -4.368 -0.088
H 7.053 -4.711 -6.486
O 1.894 3.122 -0.639
H -6.987 3.054 4.349
O -5.624 -0.539 -2.792
N -1.169 -1.557 -5.174
C 6.414 -3.830 -6.500
H 10.293 -0.551 -3.882
C -6.583 0.295 1.229
C 4.294 -1.647 -2.066
O -2.748 2.528 2.048
O 8.229 -0.478 -4.484
C 0.857 3.630 -1.486
O -2.721 4.986 2.246
P -6.491 0.631 -2.560
O -0.959 0.106 -7.266
C 7.075 -2.601 -5.945
O -2.900 -1.345 -7.155
H 0.228 1.850 3.263
O 6.287 -1.386 -3.354
H -3.462 8.115 3.243
C -0.392 -3.786 3.431
H 9.651 1.743 -4.820
C -6.658 3.640 3.486
C 6.078 1.916 -2.092
F -3.236 -1.141 -0.564
H 1.855 -0.359 1.832
O 8.629 -2.036 -2.485
H -4.934 1.212 0.104
S -0.054 -3.232 -0.833
```

## Properties
charge = 0
multiplicity = 1
DFT total energy = -8303.77113 Eh
gap between HOMO and LUMO = 10.10 eV
HOMO = -0.3763 Ha


# 4
This record from the OMol25 dataset describes a gas-phase ion, C3H6O5P (charge -1) in a non-equilibrium geometry. The level of theory is the ωB97M-V functional and the def2-TZVPD basis.

```
15
C3H6O5P | the OMol25 dataset | the ωB97M-V functional and the def2-TZVPD basis
O -1.181 -3.018 -1.349
H 1.169 -0.017 -1.877
C -0.136 0.385 -0.294
O 1.131 -2.434 -2.163
C 0.294 1.106 1.111
O -0.973 -0.945 -2.693
H 0.981 1.971 0.913
H -0.554 1.569 1.619
O 0.951 1.880 -1.833
H 0.713 0.304 1.698
H -0.545 -3.635 -0.886
P -0.224 -1.845 -1.825
H -1.102 0.835 -0.559
O -0.205 -1.109 -0.272
C 0.742 0.802 -1.367
```

## Properties
charge = -1
multiplicity = 1
DFT total energy = -835.62817 Eh
gap between HOMO and LUMO = 9.14 eV
SMILES = C[C@@H](C=O)O[P@](=O)([O-])O
HOMO = -0.1992 Ha